# C2H9N4P3

C2H9N4P3 as an isolated structure in a non-equilibrium geometry (the ωB97M-V functional and the def2-TZVPD basis, OMol25).

Last column: Löwdin charge in e.
Atoms and positions in Å:
1 C -1.8045 -1.2469 -0.8153  -0.1126
2 C -0.0809 -1.3873 0.8056  -0.0827
3 N 1.4888 1.1823 0.1452  -0.6702
4 N -0.6201 1.9762 -0.7175  -0.4876
5 N -1.7655 0.3532 0.7746  -0.3255
6 N -0.8729 -0.4592 -0.0361  -0.4978
7 P 0.5279 0.6761 -0.9618  0.6598
8 P 3.1164 0.5975 0.2486  0.5804
9 P -1.8473 1.8401 0.4037  0.8137
10 H -2.6521 -1.5603 -0.2449  0.0835
11 H -1.9684 -0.6474 -1.7491  0.0940
12 H -1.2754 -2.1486 -1.2066  0.0946
13 H 0.1338 -2.2973 0.3155  0.0812
14 H 0.8774 -1.0536 1.1152  0.0334
15 H -0.5671 -1.4957 1.6523  0.0400
16 H -0.0453 2.8044 -0.6574  0.0019
17 H 3.4895 1.1790 1.4013  -0.1934
18 H 3.8657 1.6874 -0.4730  -0.1126

Results
* energy above the lowest of the compared OMol25 structures with the same formula, charge and spin: 176.2 kJ/mol
* Kohn-Sham gap: 0.2995 Ha
* calculated total energy: -36044.29058 eV